(1)
{"formula": "C18H23BrGaN8", "method": "wB97M-V/def2-TZVPD", "lumo_energy_ev": [-10.8, -11.3], "charge": 3, "symbols": ["Ga", "N", "C", "N", "C", "N", "C", "C", "N", "C", "C", "N", "H", "H", "H", "H", "H", "C", "C", "C", "C", "C", "Br", "N", "C", "H", "H", "H", "H", "H", "H", "C", "C", "N", "C", "C", "N", "C", "C", "H", "H", "H", "H", "H", "H", "H", "H", "H", "H", "H", "H"], "positions_angstrom": [[-0.949, -0.884, 0.251], [-3.756, 1.140, -2.141], [-2.478, 0.819, -2.039], [-2.290, 0.223, -0.860], [-3.548, 0.194, -0.310], [-4.457, 0.748, -1.058], [-3.766, -0.496, 0.956], [-4.976, -0.531, 1.630], [-5.119, -1.240, 2.743], [-4.064, -1.915, 3.181], [-2.837, -1.879, 2.528], [-2.689, -1.156, 1.414], [-4.233, 1.600, -2.907], [-1.736, 1.034, -2.791], [-5.834, 0.016, 1.257], [-4.191, -2.510, 4.077], [-1.990, -2.435, 2.894], [-0.071, 4.364, 1.832], [0.146, 2.898, 2.076], [0.907, 2.423, 3.143], [1.091, 1.060, 3.345], [0.493, 0.203, 2.453], [0.659, -1.674, 2.614], [-0.247, 0.622, 1.416], [-0.411, 1.947, 1.235], [0.446, 4.965, 2.575], [-1.133, 4.612, 1.877], [0.295, 4.654, 0.846], [1.361, 3.125, 3.833], [1.674, 0.683, 4.174], [-1.028, 2.240, 0.394], [1.904, -2.567, -1.722], [3.219, -2.622, -2.669], [3.733, -1.290, -2.681], [4.137, -0.824, -1.396], [2.768, -0.708, -0.530], [1.670, -1.191, -1.337], [1.503, -0.358, -2.509], [2.878, -0.371, -3.362], [2.076, -3.176, -0.838], [1.057, -2.963, -2.277], [2.942, -2.933, -3.673], [3.942, -3.319, -2.252], [4.609, 0.153, -1.469], [4.818, -1.529, -0.926], [2.607, 0.333, -0.256], [2.879, -1.317, 0.364], [1.284, 0.667, -2.215], [0.701, -0.753, -3.130], [3.322, 0.622, -3.383], [2.680, -0.707, -4.377]], "mulliken_charge": [0.27, 0.13, -0.16, -0.08, 0.47, -0.58, 0.42, -0.37, -0.43, -0.43, -0.01, -0.05, 0.22, 0.52, 0.49, 0.40, 0.44, -1.36, 0.33, -0.39, -0.69, 0.27, -0.08, -0.04, 0.04, 0.39, 0.36, 0.35, 0.44, 0.53, 0.61, -0.57, -0.60, 0.19, -0.79, -0.47, -0.01, -0.41, -0.85, 0.44, 0.46, 0.29, 0.32, 0.33, 0.31, 0.37, 0.46, 0.40, 0.48, 0.33, 0.32]}

***

(2)
{"formula": "C31H40N", "method": "wB97M-V/def2-TZVPD", "lumo_energy_ev": -5.2, "charge": 1, "symbols": ["C", "C", "C", "C", "C", "C", "C", "C", "C", "C", "C", "C", "C", "C", "C", "C", "C", "C", "C", "C", "C", "C", "H", "H", "H", "H", "H", "H", "H", "H", "H", "H", "H", "H", "H", "H", "H", "H", "H", "H", "H", "H", "H", "H", "H", "H", "H", "H", "H", "H", "H", "C", "C", "C", "N", "C", "C", "C", "C", "C", "C", "H", "H", "H", "H", "H", "H", "H", "H", "H", "H", "H"], "positions_angstrom": [[-5.621, 2.783, -0.007], [-4.805, 1.785, -0.769], [-4.159, 0.760, -0.081], [-3.432, -0.232, -0.732], [-2.844, -1.285, 0.167], [-3.272, -0.159, -2.129], [-2.422, -1.191, -2.860], [-3.092, -2.567, -2.868], [-0.959, -1.267, -2.310], [-0.277, 0.032, -2.214], [1.074, 0.277, -1.937], [1.606, 1.591, -2.212], [0.771, 2.624, -2.905], [2.914, 1.900, -1.885], [3.772, 0.970, -1.290], [5.162, 1.375, -0.909], [3.289, -0.326, -1.081], [1.985, -0.702, -1.383], [1.592, -2.119, -1.110], [-3.932, 0.863, -2.844], [-3.855, 0.966, -4.348], [-4.670, 1.828, -2.157], [-6.059, 3.514, -0.690], [-6.436, 2.296, 0.544], [-5.020, 3.319, 0.738], [-4.234, 0.724, 1.005], [-2.556, -2.210, -0.333], [-1.965, -0.901, 0.710], [-3.580, -1.574, 0.936], [-2.319, -0.887, -3.912], [-4.106, -2.467, -3.269], [-2.533, -3.261, -3.506], [-3.172, -3.013, -1.871], [-0.975, -1.695, -1.298], [-0.403, -1.966, -2.966], [-0.905, 0.883, -2.501], [1.317, 3.574, -2.940], [0.556, 2.325, -3.941], [-0.188, 2.808, -2.405], [3.305, 2.895, -2.108], [5.743, 0.518, -0.558], [5.697, 1.828, -1.753], [5.153, 2.124, -0.106], [3.970, -1.074, -0.665], [2.478, -2.695, -0.807], [0.853, -2.214, -0.298], [1.193, -2.604, -2.010], [-4.467, 1.816, -4.681], [-2.830, 1.143, -4.707], [-4.233, 0.066, -4.855], [-5.153, 2.634, -2.717], [-0.200, 1.162, 4.630], [0.830, 0.038, 4.688], [0.826, -0.725, 6.005], [1.632, -0.118, 3.698], [2.868, -0.732, 3.581], [3.723, -0.338, 2.511], [4.943, -0.960, 2.293], [5.370, -2.003, 3.134], [4.584, -2.346, 4.244], [3.370, -1.701, 4.476], [-0.857, 1.073, 5.494], [0.322, 2.127, 4.679], [-0.795, 1.134, 3.712], [-0.026, -0.399, 6.609], [0.731, -1.812, 5.879], [1.732, -0.509, 6.584], [3.385, 0.495, 1.891], [5.589, -0.634, 1.470], [6.311, -2.529, 2.941], [4.914, -3.110, 4.945], [2.794, -1.926, 5.366]], "mulliken_charge": [-1.51, 0.48, -0.83, 1.51, -2.34, 0.34, -0.21, -1.68, -0.95, 0.68, 0.42, 0.78, -1.81, -0.83, 0.59, -1.70, -0.89, 1.04, -1.51, 1.14, -1.53, -0.98, 0.37, 0.33, 0.34, 0.48, 0.25, 0.36, 0.55, 0.46, 0.43, 0.44, 0.29, 0.11, 0.75, 0.16, 0.41, 0.37, 0.37, 0.41, 0.35, 0.47, 0.37, 0.30, 0.43, 0.32, 0.33, 0.41, 0.30, 0.32, 0.27, -1.12, 1.12, -1.48, -0.42, 0.13, 0.00, -0.25, -0.63, -0.77, -0.20, 0.37, 0.26, 0.23, 0.40, 0.37, 0.35, 0.44, 0.28, 0.39, 0.37, 0.18]}

***

(3)
{"formula": "C3H7N2O", "method": "wB97M-V/def2-TZVPD", "lumo_energy_ev": -4.6, "charge": 1, "smiles": "N/C(C=O)=C/[NH3+]", "symbols": ["C", "C", "C", "N", "N", "O", "H", "H", "H", "H", "H", "H", "H"], "positions_angstrom": [[0.325, -0.288, -0.953], [-0.043, 0.676, 1.373], [-0.130, 0.565, -0.016], [-0.981, 1.616, -0.425], [0.806, -1.625, -0.155], [-1.087, 0.726, 1.891], [0.171, -0.496, -2.062], [1.003, 0.854, 1.799], [-1.750, 1.761, 0.142], [-1.162, 1.805, -1.416], [1.862, -1.605, 0.171], [0.839, -2.296, -0.990], [0.147, -1.692, 0.640]], "mulliken_charge": [-0.32, -0.20, 0.58, -0.46, -0.47, -0.36, 0.33, 0.33, 0.21, 0.23, 0.38, 0.38, 0.37]}

***

(4)
{"formula": "C6H11O4P", "method": "wB97M-V/def2-TZVPD", "lumo_energy_ev": 0.0, "charge": 0, "symbols": ["O", "C", "O", "C", "C", "C", "C", "P", "C", "O", "O", "H", "H", "H", "H", "H", "H", "H", "H", "H", "H", "H"], "positions_angstrom": [[-1.113, -1.489, -3.227], [-1.134, -1.941, -2.110], [0.059, -2.465, -1.596], [0.812, -1.461, -0.850], [0.471, -1.661, 0.690], [0.070, -0.342, 1.473], [-0.925, 0.628, 0.698], [-0.224, 2.368, 0.865], [1.053, 2.794, -0.445], [2.271, 2.698, -0.242], [0.561, 3.230, -1.566], [-2.112, -1.977, -1.532], [0.662, -0.416, -1.234], [1.898, -1.726, -1.017], [1.427, -2.033, 1.176], [-0.272, -2.499, 0.856], [0.998, 0.198, 1.827], [-0.479, -0.680, 2.405], [-1.932, 0.674, 1.220], [-1.143, 0.341, -0.363], [-1.280, 3.315, 0.787], [0.332, 2.444, 2.187]], "mulliken_charge": [-0.44, 0.18, -0.38, -0.55, -0.58, -0.70, -0.47, 0.04, 0.66, -0.59, -0.64, 0.36, 0.44, 0.26, 0.28, 0.37, 0.44, 0.25, 0.43, 0.33, 0.15, 0.16]}

***

(5)
{"formula": "C3H5NO", "method": "wB97M-V/def2-TZVPD", "lumo_energy_ev": 0.9, "charge": 0, "smiles": "O=CN1CC1", "symbols": ["C", "C", "C", "H", "H", "H", "H", "H", "N", "O"], "positions_angstrom": [[-1.593, 0.274, -0.053], [0.911, 0.642, -0.060], [0.954, -0.944, -0.010], [-1.828, 1.389, 0.232], [1.348, 1.096, -0.907], [0.974, 1.102, 0.903], [1.071, -1.475, 1.077], [0.906, -1.493, -0.931], [-0.254, -0.133, -0.203], [-2.489, -0.457, -0.049]], "mulliken_charge": [0.09, -0.55, -0.30, 0.24, 0.23, 0.30, 0.21, 0.32, -0.09, -0.44]}

***

(6)
{"formula": "H2O4S2", "method": "wB97M-V/def2-TZVPD", "lumo_energy_ev": [-0.9, -3.6], "charge": 0, "symbols": ["O", "O", "O", "O", "S", "S", "H", "H"], "positions_angstrom": [[-1.327, 0.216, -1.478], [0.496, -1.630, -1.161], [0.635, -1.999, 0.159], [0.377, -1.049, 0.961], [-3.522, -0.975, -0.088], [-1.784, 0.021, -0.013], [-0.191, -0.784, -1.288], [-2.427, 1.318, -0.042]], "mulliken_charge": [-0.57, -0.38, 0.24, -0.35, -0.01, 0.34, 0.48, 0.25]}